No. 1
A structure of composition C6H27B2N5NiO3 in a non-equilibrium geometry. Source: the Open Molecules 2025 dataset; level of theory: wB97M-V/def2-TZVPD.

HOMO energy (spin up / spin down)	-8.0654 / -8.3082	eV
2S+1	3
lowest unoccupied orbital energy (spin up / spin down)	0.39 / 0.38	eV
orbital gap (spin up / spin down)	0.311 / 0.319	hartree

Last column: natural (NBO) charge in e.
Element x y z (Å)
Ni: 0.65 -0.24 -0.18  1.57
B: 1.10 -2.27 -1.29  -0.87
H: 2.03 -2.00 -0.66  0.01
H: 0.29 -2.69 -0.57  -0.05
H: 0.68 -1.36 -1.88  -0.03
H: 1.40 -3.06 -2.07  0.04
B: 2.66 0.61 0.02  -0.90
H: 2.24 0.02 0.91  -0.01
H: 2.54 -0.03 -0.94  0.00
H: 2.01 1.56 -0.09  -0.03
H: 3.79 0.85 0.13  0.05
C: -3.64 -0.45 0.58  -0.63
C: -2.38 0.20 0.03  -0.09
C: -1.74 1.23 1.00  -0.07
O: -0.41 1.65 0.68  -0.57
C: -0.25 3.00 0.25  -0.25
N: -1.39 -0.89 -0.11  -0.87
H: -4.33 0.39 0.79  0.21
H: -3.53 -0.91 1.57  0.21
H: -4.16 -1.10 -0.11  0.23
H: -2.52 0.78 -0.89  0.21
H: -1.45 0.65 1.89  0.18
H: -2.42 2.03 1.30  0.19
H: -1.20 3.53 0.24  0.17
H: 0.30 3.16 -0.68  0.20
H: 0.36 3.43 1.05  0.19
H: -1.54 -1.48 -0.93  0.41
H: -1.61 -1.57 0.60  0.39
C: 0.71 -1.85 2.84  0.81
O: 0.49 -1.24 1.80  -0.70
N: 1.69 -2.79 3.00  -0.82
N: -0.04 -1.66 3.97  -0.83
H: 1.73 -3.31 3.85  0.38
H: 2.34 -3.01 2.27  0.43
H: -0.07 -2.36 4.68  0.39
H: -0.88 -1.12 3.85  0.40
C: 0.62 1.35 -2.93  0.81
O: 0.18 0.90 -1.88  -0.73
N: -0.12 1.82 -3.98  -0.84
N: 1.97 1.48 -3.11  -0.83
H: 0.24 1.81 -4.91  0.39
H: -1.12 1.70 -3.94  0.40
H: 2.28 2.01 -3.89  0.39
H: 2.47 1.24 -2.26  0.46

---

No. 2
A structure of composition C6H27B3LiN in a non-equilibrium geometry. Source: the Open Molecules 2025 dataset; level of theory: wB97M-V/def2-TZVPD.

HOMO energy	-0.9408	eV
2S+1	1
net charge	-2
lowest unoccupied orbital energy	4.78	eV
orbital gap	0.210	hartree

Last column: natural (NBO) charge in e.
Element x y z (Å)
Li: -0.20 0.67 -0.83  0.88
B: 1.57 -1.44 -3.13  -0.78
H: 1.18 -2.50 -2.89  -0.08
H: 2.16 -1.52 -4.13  -0.07
H: 0.69 -0.71 -3.21  -0.01
H: 2.31 -1.00 -2.36  -0.04
B: -2.04 0.64 -1.87  -0.82
H: -1.53 1.63 -1.66  -0.05
H: -2.95 0.82 -2.56  -0.03
H: -1.32 -0.13 -2.32  0.01
H: -2.45 0.19 -0.88  -0.07
B: 1.34 1.69 -1.77  -0.83
H: 2.13 2.36 -2.29  -0.02
H: 0.90 2.27 -0.90  -0.09
H: 0.60 1.40 -2.59  0.02
H: 1.85 0.76 -1.32  -0.02
C: 1.09 -2.11 0.33  -0.62
C: 1.19 -0.81 1.13  -0.23
N: -0.06 -0.05 1.07  -0.48
C: -1.26 -0.73 1.56  -0.23
C: -1.24 -1.22 3.01  -0.64
C: 0.16 1.25 1.71  -0.23
C: -0.99 2.25 1.59  -0.64
H: 1.93 -2.78 0.28  0.21
H: 0.65 -1.89 -0.64  0.28
H: 0.30 -2.70 0.82  0.16
H: 1.58 -1.00 2.14  0.14
H: 1.97 -0.17 0.70  0.24
H: -2.10 -0.04 1.42  0.22
H: -1.48 -1.55 0.88  0.22
H: -0.86 -0.45 3.69  0.19
H: -2.20 -1.59 3.38  0.20
H: -0.52 -2.03 3.11  0.20
H: 1.02 1.79 1.31  0.24
H: 0.44 1.16 2.78  0.14
H: -0.72 3.30 1.72  0.21
H: -1.87 2.00 2.18  0.18
H: -1.29 2.23 0.53  0.26

---

No. 3
A cluster of 7 separate species, C6H27N2O6 in total in a non-equilibrium geometry. Source: the Open Molecules 2025 dataset; level of theory: wB97M-V/def2-TZVPD.

HOMO energy	-11.1470	eV
2S+1	1
net charge	+1
lowest unoccupied orbital energy	-2.36	eV
orbital gap	0.323	hartree

Last column: natural (NBO) charge in e.
Element x y z (Å)
C: 2.74 -3.26 -0.85  -0.63
C: 1.94 -2.02 -0.44  -0.03
C: 0.61 -2.41 0.22  -0.44
C: -0.10 -1.36 1.05  -0.29
C: 0.48 -0.21 1.39  0.00
N: -0.07 0.94 1.99  -0.62
C: 0.49 1.29 3.31  -0.42
N: 1.56 -1.17 -1.65  -0.72
H: 2.74 -3.32 -1.94  0.21
H: 2.42 -4.16 -0.36  0.24
H: 3.80 -3.07 -0.64  0.24
H: 2.45 -1.28 0.17  0.22
H: 0.76 -3.34 0.78  0.23
H: 0.02 -2.83 -0.61  0.22
H: -1.16 -1.42 1.25  0.24
H: 1.54 -0.01 1.23  0.16
H: -1.08 0.83 2.06  0.37
H: 0.20 0.64 4.14  0.19
H: 1.57 1.34 3.24  0.20
H: 0.04 2.28 3.48  0.20
H: 1.40 -1.78 -2.45  0.43
H: 2.19 -0.39 -1.86  0.46
H: 0.72 -0.58 -1.52  0.48
H: 2.34 2.61 -1.89  0.48
H: 1.25 2.00 -1.01  0.50
O: 1.87 1.79 -1.75  -1.01
H: -3.27 -3.03 0.89  0.48
H: -3.12 -2.00 2.09  0.48
O: -3.20 -2.10 1.13  -0.95
H: 0.88 3.57 -0.06  0.46
H: 0.50 2.98 1.20  0.51
O: 0.51 2.73 0.28  -0.94
H: -3.29 1.21 -1.67  0.48
H: -2.47 2.48 -1.78  0.49
O: -2.41 1.53 -1.94  -0.97
H: -0.50 0.45 -2.76  0.49
H: -1.73 -0.23 -2.56  0.50
O: -0.80 -0.46 -2.60  -0.97
H: -2.47 2.25 0.40  0.48
H: -2.95 3.57 1.19  0.48
O: -2.21 3.00 0.95  -0.96

---

No. 4
A cluster of 7 separate species, C6H27NO6S in total in a non-equilibrium geometry. Source: the Open Molecules 2025 dataset; level of theory: wB97M-V/def2-TZVPD.

HOMO energy (spin up / spin down)	-13.0887 / -13.0327	eV
2S+1	2
net charge	+1
lowest unoccupied orbital energy (spin up / spin down)	-3.95 / -9.32	eV
orbital gap (spin up / spin down)	0.336 / 0.136	hartree

Last column: natural (NBO) charge in e.
Element x y z (Å)
C: 1.13 -0.43 1.11  -0.24
N: 1.04 0.85 1.90  -0.65
C: 1.50 1.93 0.95  -0.06
C: 0.34 2.12 -0.02  -0.59
S: 0.52 3.00 -1.69  0.71
C: 1.58 3.15 1.92  -0.64
C: 0.33 -1.66 1.49  -0.43
C: 1.44 -2.48 2.14  -0.59
H: 0.93 -0.30 -0.08  0.20
H: 2.26 -0.67 0.95  0.21
H: 1.60 0.94 2.73  0.41
H: 2.51 1.78 0.26  0.23
H: 0.04 1.09 -0.46  0.28
H: -0.64 2.25 0.41  0.30
H: 0.44 4.23 -1.25  0.13
H: 2.62 3.28 2.31  0.24
H: 1.28 4.00 1.29  0.20
H: 1.06 3.31 2.79  0.25
H: -0.22 -1.93 0.61  0.23
H: -0.48 -1.42 2.21  0.21
H: 1.18 -3.51 1.91  0.23
H: 2.43 -2.28 1.90  0.21
H: 1.38 -2.21 3.24  0.20
H: 0.18 -0.64 -3.64  0.45
H: -0.58 -1.79 -3.65  0.47
O: 0.32 -1.55 -3.87  -0.93
H: -2.26 0.14 2.08  0.48
H: -0.75 0.75 1.83  0.51
O: -1.77 0.61 1.46  -1.04
H: -2.82 -3.12 -1.76  0.48
H: -1.73 -2.03 -1.89  0.48
O: -2.03 -2.74 -1.36  -0.97
H: 0.44 -2.46 -1.19  0.46
H: 1.40 -1.94 -2.11  0.47
O: 1.39 -2.47 -1.39  -0.92
H: -3.95 0.44 -0.60  0.50
H: -2.74 1.19 -0.64  0.48
O: -3.42 0.99 -1.25  -0.93
H: -2.27 0.11 -2.14  0.52
H: -1.97 -0.08 -3.71  0.50
O: -1.72 -0.46 -2.83  -1.05

---

No. 5
A cluster of 8 separate species, C6H28FN13O6 in total in a non-equilibrium geometry. Source: the Open Molecules 2025 dataset; level of theory: wB97M-V/def2-TZVPD.

HOMO energy	-8.9374	eV
2S+1	1
lowest unoccupied orbital energy	0.11	eV
orbital gap	0.333	hartree

Last column: natural (NBO) charge in e.
Element x y z (Å)
N: 0.08 -0.45 -0.06  -0.97
H: -0.60 -0.63 0.70  0.46
H: 1.02 -0.77 0.23  0.45
H: 0.14 0.58 -0.26  0.45
H: -0.15 -0.90 -0.96  0.44
F: -1.79 -0.84 1.85  -0.89
C: -4.03 0.37 -0.72  0.78
O: -4.49 0.61 -1.83  -0.69
N: -4.70 -0.17 0.37  -0.85
N: -2.67 0.50 -0.45  -0.90
H: -4.27 -0.06 1.27  0.40
H: -5.70 -0.18 0.32  0.39
H: -2.26 0.22 0.43  0.45
H: -2.30 0.78 -1.34  0.39
C: 1.05 3.29 -0.41  0.80
O: 0.66 2.10 -0.47  -0.75
N: 1.32 3.91 0.76  -0.82
N: 1.19 4.05 -1.54  -0.85
H: 1.18 3.40 1.63  0.44
H: 1.68 4.85 0.70  0.39
H: 1.02 5.04 -1.51  0.39
H: 0.95 3.57 -2.39  0.40
C: -0.11 2.54 3.38  0.77
O: 0.45 3.64 3.38  -0.69
N: 0.58 1.35 3.33  -0.85
N: -1.43 2.33 3.68  -0.84
H: 1.53 1.37 3.01  0.40
H: -0.01 0.52 3.27  0.41
H: -2.06 3.10 3.58  0.41
H: -1.78 1.38 3.71  0.41
C: 3.35 -1.07 -1.05  0.79
O: 2.62 -1.30 -0.06  -0.70
N: 3.00 -1.53 -2.28  -0.84
N: 4.54 -0.38 -0.97  -0.83
H: 3.65 -1.44 -3.05  0.39
H: 2.07 -1.87 -2.44  0.43
H: 4.77 -0.01 -1.87  0.38
H: 4.85 0.10 -0.15  0.41
C: 1.36 -3.78 1.81  0.78
O: 0.89 -4.53 0.97  -0.67
N: 0.60 -2.76 2.34  -0.86
N: 2.62 -3.89 2.34  -0.85
H: 0.94 -2.16 3.07  0.37
H: -0.27 -2.47 1.92  0.44
H: 3.17 -4.63 1.95  0.40
H: 3.03 -3.11 2.80  0.39
C: -1.61 -1.39 -3.25  0.80
O: -0.77 -1.67 -2.40  -0.71
N: -1.72 -0.24 -3.97  -0.84
N: -2.59 -2.33 -3.56  -0.84
H: -2.22 -0.17 -4.83  0.40
H: -1.21 0.57 -3.66  0.40
H: -2.50 -3.10 -2.92  0.42
H: -3.05 -2.32 -4.45  0.40

---

No. 6
A cluster of 7 separate species, C6H28N2O6 in total in a non-equilibrium geometry. Source: the Open Molecules 2025 dataset; level of theory: wB97M-V/def2-TZVPD.

HOMO energy	-7.8570	eV
2S+1	1
lowest unoccupied orbital energy	0.38	eV
orbital gap	0.303	hartree
SMILES	CCNC[C@@H](C)NC.O.O.O.O.O.O

Last column: natural (NBO) charge in e.
Element x y z (Å)
C: 1.74 -0.21 -2.71  -0.67
C: 1.96 0.38 -1.23  -0.26
N: 1.09 -0.20 -0.28  -0.76
C: 0.32 0.79 0.42  -0.26
C: -1.19 0.83 -0.10  -0.08
C: -2.12 0.28 1.09  -0.64
N: -1.52 2.27 -0.25  -0.68
C: -2.00 2.75 -1.58  -0.42
H: 0.65 -0.41 -3.02  0.22
H: 2.31 -1.15 -2.99  0.21
H: 2.15 0.52 -3.45  0.23
H: 2.02 1.58 -1.24  0.25
H: 3.02 0.20 -0.86  0.18
H: 0.59 -1.05 -0.53  0.44
H: 0.97 1.79 0.40  0.23
H: 0.17 0.56 1.45  0.16
H: -1.07 0.09 -0.98  0.25
H: -1.66 -0.60 1.32  0.21
H: -2.13 0.78 2.03  0.21
H: -3.12 0.24 0.49  0.22
H: -2.13 2.54 0.53  0.37
H: -2.26 3.78 -1.60  0.20
H: -2.98 2.37 -1.85  0.17
H: -1.34 2.46 -2.42  0.20
O: -1.20 -2.01 -0.85  -0.92
H: -1.68 -1.99 -0.15  0.46
H: -1.23 -3.05 -0.92  0.47
O: 1.77 -2.60 -0.72  -0.97
H: 2.09 -1.86 -1.26  0.49
H: 1.92 -2.55 0.23  0.49
O: 2.22 -0.97 2.59  -0.97
H: 1.96 -0.50 1.75  0.52
H: 2.35 -0.28 3.34  0.49
O: 1.15 3.44 -0.66  -0.99
H: 0.38 2.89 -0.59  0.51
H: 1.06 4.31 -0.23  0.48
O: -0.26 -1.87 3.15  -1.03
H: -0.37 -2.39 3.98  0.48
H: 0.72 -1.61 2.97  0.51
O: -1.78 -3.29 1.50  -0.94
H: -1.05 -3.49 1.03  0.45
H: -1.53 -2.78 2.16  0.48

---

Which value of 2S+1 does entry 3 give?
1

---

Which value of 2S+1 does entry 5 give?
1

---

Which formula does entry 5 have?
C6H28FN13O6